No. 1
Below is a cluster of 9 separate species, C29H74NO13 in total, with properties calculated with wB97M-V/def2-TZVPD.

The geometry in XYZ format:
```
117
Properties=species:S:1:pos:R:3:mulliken_charge:R:1
C -16.653 -28.363 12.786 -1.52
C -17.408 -29.539 12.032 1.58
C -16.367 -30.688 11.860 -1.31
C -16.882 -32.144 11.791 -0.71
C -18.026 -32.355 12.724 -1.11
C -19.276 -31.335 12.688 1.19
N -18.626 -29.983 12.748 0.49
O -19.455 -28.940 13.449 -0.88
C -20.276 -31.773 13.778 -1.68
C -20.065 -31.514 11.400 -1.57
C -17.772 -29.288 10.550 -1.91
H -16.243 -28.521 13.783 0.25
H -17.349 -27.548 12.984 0.34
H -15.878 -27.810 12.255 0.37
H -15.802 -30.575 12.785 0.45
H -15.574 -30.557 11.124 0.40
H -16.078 -32.880 11.794 0.37
H -17.414 -32.215 10.842 0.27
H -17.508 -32.371 13.683 0.28
H -18.512 -33.304 12.498 0.47
H -19.810 -31.889 14.756 0.37
H -20.619 -32.808 13.782 0.42
H -21.104 -31.080 13.930 0.33
H -20.866 -30.788 11.538 0.32
H -20.465 -32.525 11.321 0.38
H -19.595 -31.181 10.475 0.31
H -17.829 -30.076 9.800 0.29
H -17.175 -28.475 10.137 0.48
H -18.719 -28.750 10.566 0.36
C -13.840 -37.051 7.473 -1.13
C -13.481 -37.726 6.144 0.60
C -13.712 -36.923 4.913 -1.42
O -12.087 -38.110 6.145 -0.56
H -14.889 -37.211 7.722 0.32
H -13.629 -35.982 7.478 0.29
H -13.233 -37.377 8.318 0.34
H -14.037 -38.651 5.991 0.21
H -13.417 -37.404 3.981 0.34
H -13.096 -36.025 4.869 0.35
H -14.741 -36.579 4.808 0.35
H -12.038 -38.926 6.649 0.31
C -15.798 -28.773 4.714 -1.29
C -15.936 -30.081 3.864 0.36
C -17.130 -29.761 2.885 -1.18
O -14.781 -30.321 3.135 -0.54
H -16.543 -28.807 5.508 0.37
H -15.815 -27.815 4.194 0.32
H -14.867 -28.776 5.280 0.35
H -16.003 -30.921 4.556 0.22
H -17.425 -30.687 2.393 0.40
H -16.886 -28.982 2.162 0.34
H -17.968 -29.519 3.538 0.33
H -15.072 -30.960 2.480 0.33
C -16.442 -30.556 17.649 -1.48
C -16.808 -29.655 18.699 0.86
C -15.695 -28.827 19.480 -1.23
O -17.727 -28.823 18.042 -0.56
H -17.051 -31.459 17.640 0.37
H -15.503 -31.104 17.729 0.39
H -16.409 -30.120 16.650 0.29
H -17.342 -30.124 19.525 0.10
H -15.079 -28.209 18.827 0.31
H -15.155 -29.638 19.970 0.33
H -16.120 -28.289 20.328 0.34
H -17.980 -29.211 17.201 0.27
C -11.894 -24.262 8.006 -1.19
C -12.143 -24.320 9.519 0.50
C -10.802 -24.021 10.280 -1.23
O -13.155 -23.388 9.683 -0.54
H -11.735 -25.307 7.742 0.29
H -10.957 -23.749 7.789 0.27
H -12.661 -23.952 7.296 0.35
H -12.578 -25.292 9.750 0.24
H -10.061 -24.820 10.321 0.34
H -11.009 -23.776 11.321 0.34
H -10.220 -23.185 9.892 0.33
H -13.243 -23.411 10.639 0.30
C -25.258 -27.013 16.709 -0.39
C -24.456 -27.441 17.969 -0.37
O -23.639 -28.598 17.908 -0.52
O -24.360 -26.415 15.733 -0.48
H -25.971 -26.265 17.057 0.27
H -25.849 -27.740 16.153 0.27
H -25.088 -27.572 18.847 0.35
H -23.853 -26.550 18.147 0.28
H -23.007 -28.598 17.185 0.31
H -23.688 -27.063 15.511 0.28
C -23.436 -26.205 7.983 -0.41
C -23.054 -27.251 8.961 -0.35
O -22.618 -26.686 10.189 -0.49
O -24.612 -25.494 8.472 -0.52
H -23.552 -26.587 6.969 0.37
H -22.707 -25.396 8.021 0.23
H -22.133 -27.763 8.682 0.32
H -23.870 -27.968 9.047 0.28
H -22.244 -27.425 10.676 0.30
H -25.127 -25.196 7.719 0.28
C -19.523 -22.727 12.967 -0.49
C -19.434 -22.889 11.392 -0.34
O -20.666 -22.576 10.793 -0.49
O -20.551 -23.705 13.444 -0.48
H -19.754 -21.694 13.228 0.30
H -18.507 -22.991 13.259 0.28
H -18.952 -23.818 11.088 0.32
H -18.646 -22.183 11.130 0.29
H -20.371 -22.264 9.935 0.31
H -20.070 -24.508 13.656 0.29
C -13.755 -22.804 18.026 -0.45
C -13.640 -23.368 16.573 -0.30
O -13.971 -22.332 15.544 -0.51
O -12.910 -21.680 17.962 -0.55
H -13.427 -23.518 18.781 0.35
H -14.761 -22.435 18.225 0.28
H -14.176 -24.313 16.485 0.33
H -12.588 -23.598 16.408 0.23
H -13.899 -21.491 16.002 0.31
H -12.562 -21.395 18.810 0.28
```

As for the electronic energy: -2181.84020 hartree. As for the net charge: -1. The orbital gap comes out at 3.647 eV.


No. 2
Below is a cluster of 2 separate species, C5H4BNO2 in total, with properties calculated with wB97M-V/def2-TZVPD.

The geometry in XYZ format:
```
13
Properties=species:S:1:pos:R:3:mulliken_charge:R:1
B -1.024 -0.734 1.234 0.54
C 1.857 -0.753 0.313 -0.77
C 2.332 -0.049 -0.762 0.45
C 0.088 0.535 -1.098 -0.31
C 1.050 1.088 -1.960 -0.43
C 0.652 -0.165 -0.095 0.66
N 2.282 0.712 -1.809 -0.44
O -0.773 -1.466 2.347 -0.46
O -2.161 -0.057 1.080 -0.42
H -0.967 0.865 -1.059 0.30
H 0.897 1.740 -2.890 0.33
H -1.479 -1.552 2.938 0.27
H -2.755 -0.165 1.761 0.27
```

As for the electronic energy: -422.88578 hartree. The value obtained for the relative energy (zero: lowest compared OMol25 entry of this formula, charge and spin) is 137.5 kJ/mol. The orbital gap comes out at 8.193 eV.


No. 3
Below is a structure of composition C32H30IrN13Si, with properties calculated with wB97M-V/def2-TZVPD.

The geometry in XYZ format:
```
77
Properties=species:S:1:pos:R:3:mulliken_charge:R:1
Ir -1.815 -17.257 9.436 2.61
C -3.781 -17.764 7.021 -0.77
N -3.854 -18.332 8.365 -0.38
C -4.950 -17.748 9.072 -0.76
C -4.579 -16.290 9.313 1.37
C -5.638 -15.277 9.264 -1.26
C -5.480 -14.123 9.907 -0.68
C -4.152 -13.776 10.187 -0.54
C -3.030 -14.467 9.655 -0.14
N -3.322 -15.937 9.484 0.52
C -3.715 -19.769 8.332 -1.25
C -2.346 -20.231 8.239 0.95
C -2.043 -21.483 7.672 -1.70
C -0.785 -22.093 8.145 -0.67
C 0.176 -21.339 8.892 -1.01
C 0.043 -19.887 8.761 -0.01
N -1.306 -19.478 8.749 0.48
C -2.329 -17.652 6.396 1.13
C -2.263 -18.127 5.028 -1.34
C -1.116 -17.606 4.346 -0.49
C -0.219 -16.689 4.900 -1.16
C -0.288 -16.607 6.316 -0.18
N -1.338 -17.054 6.997 0.09
H -3.986 -16.674 7.029 0.13
H -4.445 -18.188 6.162 0.32
H -5.228 -18.190 10.048 0.34
H -5.892 -17.769 8.350 0.46
H -6.610 -15.571 8.797 0.40
H -6.312 -13.638 10.375 0.44
H -3.737 -12.954 10.850 0.38
H -2.913 -14.372 8.570 0.38
H -4.255 -20.054 7.443 0.51
H -4.271 -20.338 9.131 0.47
H -2.631 -22.206 7.258 0.54
H -0.479 -23.110 8.007 0.49
H 1.040 -21.684 9.397 0.58
H 0.716 -19.546 7.860 0.19
H -3.035 -18.579 4.464 0.46
H -1.264 -18.018 3.357 0.38
H 0.583 -16.239 4.225 0.33
H 0.509 -16.112 6.776 0.48
N 1.254 -15.822 10.545 0.14
C 1.192 -17.094 10.174 -0.36
N 2.320 -17.863 10.391 -0.68
N 1.922 -19.037 10.046 -0.91
N 0.669 -19.025 9.840 1.38
N 0.207 -17.832 9.770 0.08
C 0.120 -15.013 10.475 -0.13
N -0.099 -13.966 11.481 -0.52
N -1.270 -13.748 11.286 -0.66
N -1.822 -14.385 10.294 1.16
N -0.900 -15.219 9.700 -0.72
H 1.936 -15.464 11.166 0.35
C 1.723 -17.431 14.522 -0.56
C 1.328 -18.635 13.909 -0.52
C 0.176 -18.715 13.093 -0.07
C -0.687 -17.621 12.900 0.28
C -0.229 -16.415 13.531 -0.40
C 0.923 -16.341 14.317 -0.70
Si -2.238 -17.748 11.781 0.59
C -3.252 -19.264 12.148 0.61
C -4.504 -19.317 12.698 -0.40
C -5.225 -20.532 12.728 -0.57
C -4.641 -21.667 12.158 -0.59
C -3.384 -21.623 11.575 -1.01
C -2.690 -20.446 11.574 0.19
H 2.552 -17.288 15.175 0.43
H 1.961 -19.541 13.934 0.33
H -0.128 -19.701 12.637 0.16
H -0.797 -15.514 13.415 0.53
H 1.250 -15.440 14.792 0.45
H -3.188 -16.596 12.258 -0.44
H -4.985 -18.417 13.205 0.29
H -6.247 -20.550 13.110 0.42
H -5.164 -22.608 12.331 0.37
H -2.992 -22.527 11.121 0.47
H -1.694 -20.361 11.129 -0.11
```

As for the electronic energy: -2342.41813 hartree. As for the net charge: +1. The value obtained for the relative energy (zero: lowest compared OMol25 entry of this formula, charge and spin) is 630.1 kJ/mol. The orbital gap (alpha / beta) comes out at 4.021 / 5.659 eV. The spin multiplicity is 6.


No. 4
Below is a cluster of 10 separate species, C6H32NO10 in total, with properties calculated with wB97M-V/def2-TZVPD.

The geometry in XYZ format:
```
49
Properties=species:S:1:pos:R:3:mulliken_charge:R:1
C -0.308 -0.345 -2.405 0.83
C 0.791 -0.600 -3.417 -1.42
C 0.208 0.613 -1.408 -0.52
N -0.718 1.038 -0.331 -0.15
C -2.331 0.848 1.335 -1.47
C -1.279 -0.106 0.582 0.30
C -0.085 -0.590 1.565 -0.49
O 0.590 0.569 1.916 -0.75
H -1.201 -0.003 -3.030 -0.61
H -0.503 -1.296 -1.883 0.14
H 1.716 -1.151 -2.820 0.23
H 1.281 0.281 -3.895 0.33
H 0.461 -1.301 -4.183 0.43
H 0.289 1.503 -2.008 0.41
H 1.244 0.290 -0.931 0.20
H -0.161 1.578 0.409 -0.03
H -2.772 1.622 0.694 0.34
H -1.628 1.387 1.999 0.26
H -3.107 0.375 1.922 0.36
H -1.705 -1.039 0.130 0.51
H 0.616 -1.046 0.905 -0.10
H -0.303 -1.197 2.389 0.75
H -2.079 1.318 -3.868 0.29
H -3.424 1.606 -3.701 0.30
O -2.791 0.871 -3.872 -0.60
H 1.690 0.323 1.723 0.59
H 3.506 0.703 0.642 0.13
O 2.771 0.166 0.913 -0.81
H -3.193 0.646 -1.401 0.30
H -3.146 -0.376 -2.394 0.35
O -3.698 -0.148 -1.637 -0.67
H -1.139 -4.022 -0.073 0.34
H -0.722 -3.300 1.193 0.21
O -1.342 -3.928 0.854 -0.62
H 0.850 0.925 4.217 0.34
H 1.306 -0.044 3.391 0.28
O 1.417 0.195 4.301 -0.77
H 2.907 -1.174 0.588 0.33
H 3.500 -2.714 1.042 0.30
O 3.097 -2.277 0.321 -0.89
H 2.307 -3.954 0.446 0.31
H 1.313 -3.103 1.089 0.49
O 1.484 -4.066 0.863 -0.68
H 2.409 2.320 0.795 0.33
H 1.882 3.803 1.000 0.32
O 2.599 3.278 0.576 -0.70
H -0.832 4.460 2.434 0.30
H -1.109 3.078 1.425 0.40
O -0.659 3.981 1.597 -0.70
```

As for the electronic energy: -1054.87145 hartree. As for the net charge: -1. The value obtained for the relative energy (zero: lowest compared OMol25 entry of this formula, charge and spin) is 466.7 kJ/mol. The orbital gap comes out at 8.542 eV.